1.
16
Properties=species:S:1:pos:R:3 method="wB97M-V/def2-TZVPD" homo_lumo_gap_ev=8.89 mol_weight_g_mol=138.11 lumo_energy_ev=0.9 e_above_lowest_kcal_mol=39.7 energy_ev=-18600.9428 charge=0 spin_multiplicity=1
P 0.8059 -1.7967 0.6657
N -1.1129 -0.1840 1.0751
N 0.6173 -2.7562 -2.5120
C 0.6660 0.9566 0.0514
C 0.0798 -0.1441 0.5031
C 1.1808 -2.0742 -1.7385
C -0.0008 2.1483 0.0298
C -1.3216 2.1787 0.4826
C -1.8628 0.9828 0.9877
H 0.3993 2.9918 -0.3837
H 0.7167 -1.9236 2.0228
H 0.5999 -3.5116 -3.2551
H 2.2849 -1.7532 0.6358
H -1.8774 3.1003 0.5125
H 1.7754 1.0057 -0.2046
H -2.9506 0.7793 1.1273



2.
17
Properties=species:S:1:pos:R:3 method="wB97M-V/def2-TZVPD" homo_lumo_gap_ev=9.83 mol_weight_g_mol=137.14 lumo_energy_ev=0.9 e_above_lowest_kcal_mol=24.7 energy_ev=-12852.0061 charge=0 spin_multiplicity=1
O -2.7482 0.5534 -0.4820
N -1.5272 -1.2239 0.1004
N 1.2846 1.1387 -0.0565
N 1.4201 -1.0388 0.0856
C 2.6852 -0.5866 -0.3847
C 0.6320 0.0342 0.2469
C -0.7956 -0.0770 0.7204
C 2.5569 0.7757 -0.4064
C -2.4842 -0.7437 -0.5645
C -1.6405 1.1232 0.2340
H -3.1178 -1.2440 -1.1435
H 3.2792 1.4776 -0.6593
H -1.1345 1.8250 -0.3726
H 1.1652 -1.9254 0.5360
H -1.0248 -0.4418 1.8262
H -1.9899 1.6968 0.9906
H 3.4396 -1.3434 -0.6708



3.
19
Properties=species:S:1:pos:R:3 method="wB97M-V/def2-TZVPD" homo_lumo_gap_ev=9.22 mol_weight_g_mol=185.21 lumo_energy_ev=-0.1 e_above_lowest_kcal_mol=45.5 energy_ev=-25732.4620 charge=0 spin_multiplicity=1
S -1.3939 -0.5703 -1.4054
O -1.5737 -0.9363 -2.7715
O -0.9299 -2.7600 1.4349
N -2.2383 0.7854 -1.0006
N 0.3852 1.2920 -0.6566
N -1.7446 -1.6635 -0.3651
C 0.5799 -1.1660 0.2482
C 1.2769 -0.5373 1.4180
C -0.8200 -1.9040 0.5519
C 0.1552 0.0568 -0.7379
C 1.6457 0.7372 1.3886
C 1.3985 1.7474 0.2390
H 1.1589 -1.9254 -0.1380
H -3.2543 0.7486 -0.9912
H 1.0059 2.7517 0.4864
H 1.7629 -1.3311 1.9929
H 2.3120 1.9379 -0.3544
H -1.8153 1.5180 -1.5776
H 2.0890 1.2185 2.2383



4.
17
Properties=species:S:1:pos:R:3 method="wB97M-V/def2-TZVPD" homo_lumo_gap_ev="7.28 / 6.87" mol_weight_g_mol=153.21 lumo_energy_ev="-0.3 / -0.5" e_above_lowest_kcal_mol=59.4 energy_ev=-21637.3210 charge=0 spin_multiplicity=1
S -3.8635 -0.4520 0.3867
N -1.6760 1.1265 0.1558
N 1.6293 -1.5889 0.4055
N 0.7174 -0.9629 -0.3514
C -2.4818 0.1512 -0.1113
C 0.6319 0.3732 -0.0139
C 0.0475 -1.6381 -1.2886
C 2.1204 -0.6849 1.2339
C 1.5282 0.5674 1.0228
C -0.3933 1.2926 -0.5649
H -1.7896 1.7087 0.9847
H 2.8681 -0.9656 1.9481
H 0.2322 -2.6910 -1.3547
H -0.5714 1.1018 -1.6262
H -0.6610 -1.1513 -1.9271
H -0.0775 2.3300 -0.4362
H 1.7390 1.4835 1.5368



5.
17
Properties=species:S:1:pos:R:3 method="wB97M-V/def2-TZVPD" homo_lumo_gap_ev=7.49 mol_weight_g_mol=135.15 lumo_energy_ev=-4.9 e_above_lowest_kcal_mol=60.8 energy_ev=-12285.3276 charge=+1 spin_multiplicity=1
N 0.2031 2.1627 -0.1955
N -0.4244 0.0989 -1.8710
N -0.3030 0.0090 0.5283
N 0.6187 -2.6373 0.3217
C 0.0604 -0.6449 1.6542
C -0.6966 1.3828 0.6077
C 0.4955 -1.9459 1.4522
C 0.7798 2.2428 -1.2182
C 0.3571 -1.9660 -0.7605
C -0.1104 -0.5740 -0.8189
H 1.5255 2.5679 -1.9638
H -0.1371 -0.5098 -2.6219
H -1.5991 1.5688 0.0318
H 0.4923 -2.5960 -1.7497
H -0.8225 1.7998 1.6689
H 0.7057 -2.5771 2.3917
H -0.1526 -0.0642 2.6451



6.
15
Properties=species:S:1:pos:R:3 method="wB97M-V/def2-TZVPD" homo_lumo_gap_ev=10.64 mol_weight_g_mol=109.13 lumo_energy_ev=0.7 e_above_lowest_kcal_mol=0.0 energy_ev=-9872.6578 charge=0 spin_multiplicity=1
O -2.5483 -0.0107 0.7735
N 2.4179 -0.0059 0.2964
C -1.8375 0.0040 -0.4538
C -0.3419 -0.0098 -0.2472
C 0.3681 1.1831 -0.1094
C 1.7306 1.1325 0.1540
C 0.3613 -1.1964 -0.1107
C 1.7255 -1.1412 0.1697
H -0.1384 2.1501 -0.2049
H 2.2987 -2.0592 0.2617
H -2.1462 -0.8790 -1.0368
H -0.1436 -2.1575 -0.2374
H 2.2959 2.0575 0.2771
H -2.1287 0.8915 -1.0342
H -1.9132 0.0411 1.5020



7.
15
Properties=species:S:1:pos:R:3 method="wB97M-V/def2-TZVPD" homo_lumo_gap_ev=9.34 mol_weight_g_mol=109.13 lumo_energy_ev=0.5 e_above_lowest_kcal_mol=81.0 energy_ev=-9869.1466 charge=0 spin_multiplicity=1
O 2.0788 1.3126 0.9057
N -0.2894 1.4775 0.9655
C -1.5542 -0.6216 0.6625
C 0.9474 0.9095 0.7170
C -1.1431 0.7384 0.0321
C 0.9971 -0.6064 -1.4342
C 0.5132 -0.2984 -0.1140
C -0.3745 -1.2241 0.5719
H 1.8806 -1.3284 -1.5139
H -1.5571 1.3326 -0.8257
H 1.3176 0.4218 -1.9118
H 0.0351 -2.0501 1.1333
H -0.6979 2.1867 1.5545
H 0.2534 -1.0957 -2.0116
H -2.4070 -1.1543 1.2686



8.
15
Properties=species:S:1:pos:R:3 method="wB97M-V/def2-TZVPD" homo_lumo_gap_ev="8.20 / 8.20" mol_weight_g_mol=109.13 lumo_energy_ev="0.0 / 0.0" e_above_lowest_kcal_mol=144.4 energy_ev=-9866.3974 charge=0 spin_multiplicity=1
O -1.2660 -0.8527 -1.4554
N -1.1835 -1.2253 -0.1250
C -0.0900 -0.3297 1.8748
C -0.7087 1.0510 -0.3239
C 1.0294 -0.3482 -0.7224
C -0.5594 0.2846 -1.6214
C -0.3575 -0.2506 0.4022
C 2.2288 -0.5223 -0.8194
H -0.5851 0.6707 -2.6332
H 3.2650 -0.6893 -0.9810
H 0.1048 -1.3608 2.1660
H -1.7231 1.4283 -0.1486
H -0.9589 0.0294 2.4282
H 0.7718 0.2840 2.1377
H 0.0326 1.8307 -0.1785



9.
15
Properties=species:S:1:pos:R:3 method="wB97M-V/def2-TZVPD" homo_lumo_gap_ev=9.77 mol_weight_g_mol=109.13 lumo_energy_ev=0.1 e_above_lowest_kcal_mol=139.0 energy_ev=-9866.6285 charge=0 spin_multiplicity=1
O -0.0190 -0.2366 1.7437
N -1.7296 -1.6828 -0.8787
C -0.9536 1.9163 -0.6574
C -0.0091 0.0558 0.4192
C -0.0431 1.4160 0.1943
C 2.3829 -0.2543 -0.7170
C 1.1418 -0.7610 -0.1062
C -1.1024 -0.7834 -0.2611
H 0.5420 2.1327 0.5949
H -1.0147 -0.1643 2.2684
H 3.3272 -0.6727 -0.8303
H -1.5720 0.9595 -1.0545
H 1.0525 -1.9972 0.2149
H 2.5067 0.9229 -1.2143
H -1.0816 2.9556 -1.0088



10.
15
Properties=species:S:1:pos:R:3 method="wB97M-V/def2-TZVPD" homo_lumo_gap_ev="8.39 / 8.39" mol_weight_g_mol=109.13 lumo_energy_ev="-1.2 / -1.2" e_above_lowest_kcal_mol=112.1 energy_ev=-9867.7984 charge=0 spin_multiplicity=1
O 0.3823 -1.9107 -0.0131
N -0.4242 -0.6362 -3.1307
C 1.6307 0.1329 -0.4269
C -0.7476 0.3049 1.8939
C -0.8224 0.2049 0.4223
C 0.3715 -0.7464 -0.3730
C -1.5003 0.4678 -0.6012
C -0.2926 -0.4833 -1.9861
H 0.0939 0.9372 2.1867
H -0.5682 -0.6951 2.2954
H 2.0442 0.1734 0.5815
H 2.3421 -0.3601 -1.0878
H 1.4118 1.1330 -0.7915
H -1.6615 0.7125 2.3228
H -2.2598 0.7652 -1.2922



11.
15
Properties=species:S:1:pos:R:3 method="wB97M-V/def2-TZVPD" homo_lumo_gap_ev=10.18 mol_weight_g_mol=109.13 lumo_energy_ev=0.9 e_above_lowest_kcal_mol=88.0 energy_ev=-9868.8411 charge=0 spin_multiplicity=1
O -0.4787 -1.6674 -2.1025
N -0.7783 -0.7069 -0.0707
C 1.2790 0.2456 0.4595
C 0.8415 0.6677 -0.7786
C -0.6869 1.1326 0.9272
C -0.4823 -1.6498 -0.9180
C 0.0221 -0.1863 1.0562
C -0.6410 0.6620 -0.5640
H 1.5987 0.8821 -1.6064
H -1.1991 0.8053 -1.4761
H 2.2323 -0.3088 0.9383
H -1.6993 1.2685 1.3797
H -0.1475 1.9942 1.1588
H 0.0687 -0.7220 1.9739
H 0.0708 -2.4167 -0.3771



12.
15
Properties=species:S:1:pos:R:3 method="wB97M-V/def2-TZVPD" homo_lumo_gap_ev=9.17 mol_weight_g_mol=109.13 lumo_energy_ev=0.6 e_above_lowest_kcal_mol=111.7 energy_ev=-9867.8120 charge=0 spin_multiplicity=1
O 2.7082 0.2797 0.0549
N 1.0577 -1.0680 0.8550
C 2.2564 -0.6998 1.0178
C -0.7937 0.1583 0.0814
C -0.5286 -0.8085 -1.0666
C 1.7466 0.4548 -0.7557
C -1.7337 1.2939 0.0908
C 0.6002 -0.3279 -0.2635
H 2.9343 -1.1060 1.6281
H -1.6929 1.8125 1.0915
H -0.8965 -0.5476 1.0195
H -1.4657 2.0463 -0.7165
H -2.6693 0.8375 0.1446
H -0.6878 -0.4360 -1.9758
H -0.8352 -1.8891 -1.2055



13.
16
Properties=species:S:1:pos:R:3 method="wB97M-V/def2-TZVPD" homo_lumo_gap_ev=10.87 mol_weight_g_mol=125.13 lumo_energy_ev=0.5 e_above_lowest_kcal_mol=58.6 energy_ev=-11917.8890 charge=0 spin_multiplicity=1
O -1.6300 2.2530 0.9676
O 4.2266 -0.1863 -1.1939
N 2.2175 0.6218 1.0049
C 1.1402 0.3370 0.6820
C -0.9562 -0.1344 -0.9806
C -0.2654 0.1550 0.3922
C -1.4368 1.1379 0.5816
C -1.2622 -0.8863 0.9975
C -2.1605 -0.0602 0.0173
H 4.1801 0.1920 -0.2921
H -1.0773 -1.9177 0.6732
H -3.2235 -0.1889 -0.1966
H 3.3631 -0.0082 -1.5987
H -0.8814 0.6389 -1.7529
H -1.4729 -0.8134 2.0701
H -0.7614 -1.1402 -1.3715



14.
16
Properties=species:S:1:pos:R:3 method="wB97M-V/def2-TZVPD" homo_lumo_gap_ev=10.22 mol_weight_g_mol=125.13 lumo_energy_ev=0.8 e_above_lowest_kcal_mol=64.6 energy_ev=-11917.6285 charge=0 spin_multiplicity=1
O 0.8217 0.3473 -1.1048
O -3.1793 -0.5639 -0.4928
N -0.9850 -1.0197 -0.4810
C -2.0799 -0.2129 -0.1324
C 0.4402 -0.6877 -0.2581
C -1.8158 1.1247 0.5678
C 2.4575 -0.2664 0.3347
C 1.3351 -1.0978 0.5603
C 2.1351 0.5327 -0.6763
H 2.6667 1.1952 -1.3450
H -1.3179 -1.6947 -0.9985
H -1.4578 1.6344 -0.2691
H -1.1322 1.1726 1.1965
H 3.6054 -0.1391 0.7801
H -2.5958 1.5071 1.1968
H 1.1021 -1.8316 1.1218



15.
16
Properties=species:S:1:pos:R:3 method="wB97M-V/def2-TZVPD" homo_lumo_gap_ev=9.94 mol_weight_g_mol=125.13 lumo_energy_ev=0.8 e_above_lowest_kcal_mol=58.4 energy_ev=-11917.8977 charge=0 spin_multiplicity=1
O 1.6230 1.3898 0.3023
O -0.8177 1.1440 -0.5623
N 1.2111 -1.0440 1.6921
C 2.5538 0.7331 0.2975
C -1.0722 -1.0013 0.5590
C 0.1738 -1.1210 1.2456
C -2.8312 0.0385 -0.9753
C 3.6822 0.1352 0.2597
C -1.4976 0.0548 -0.1835
H 0.0723 1.2667 -0.0656
H -3.6471 0.7343 -0.5746
H -3.2263 -0.9440 -1.0120
H -1.6608 -1.8468 0.4494
H 4.2071 -0.1393 1.1434
H 4.1097 0.1155 -0.6554
H -2.8802 0.4847 -1.9202



16.
16
Properties=species:S:1:pos:R:3 method="wB97M-V/def2-TZVPD" homo_lumo_gap_ev=8.43 mol_weight_g_mol=125.13 lumo_energy_ev=0.2 e_above_lowest_kcal_mol=81.4 energy_ev=-11916.9037 charge=0 spin_multiplicity=1
O 0.5993 -0.6015 -1.3309
O 2.0537 1.9992 0.6145
N -2.0930 2.1173 -0.8981
C 1.1560 0.5201 -0.8781
C 0.1826 -1.5706 -0.4301
C 1.2711 0.8510 0.4334
C -1.1501 -1.2690 0.2668
C -1.8354 -0.1192 0.2903
C -1.8422 1.1008 -0.4272
H 1.0371 -1.8650 0.3893
H -0.0215 -2.4973 -1.0863
H 1.6539 1.0637 -1.6657
H 1.9767 2.1607 1.5390
H -1.4369 -2.2458 0.7643
H -2.4670 -0.0957 1.1283
H 0.9155 0.4512 1.2906